{"formula": "C20H17ClF33INO7PS", "method": "ωB97M-V/def2-TZVPD", "e_homo_ev": -10.3, "gap_ev": 8.7601, "total_energy_ha": -6146.817189, "mol_weight_g_mol": 1235.7, "e_lumo_ev": -1.588, "species": ["F", "H", "H", "F", "F", "H", "H", "F", "F", "F", "H", "O", "I", "C", "C", "H", "O", "C", "C", "C", "F", "F", "C", "H", "F", "C", "Cl", "O", "O", "C", "H", "C", "C", "H", "C", "S", "H", "F", "F", "O", "C", "F", "F", "C", "F", "F", "N", "H", "F", "O", "F", "F", "F", "C", "C", "H", "O", "F", "F", "F", "C", "F", "F", "F", "C", "H", "H", "F", "C", "F", "F", "C", "F", "H", "F", "H", "P", "F", "C", "F", "H", "F"], "xyz": [[-5.672, 0.240, 3.980], [5.023, 4.426, 0.625], [-6.141, 0.012, -0.386], [3.303, -4.552, -0.957], [4.543, -5.767, -3.225], [3.243, -3.571, 4.760], [3.241, -5.667, -4.737], [-3.172, 2.916, -2.315], [5.139, 3.965, 3.136], [-8.354, 0.172, 0.084], [-1.883, -0.422, -2.881], [-0.181, -0.297, 4.433], [-1.366, -4.212, 4.942], [-1.874, 0.662, -2.772], [0.166, 2.264, -2.389], [-5.999, 1.675, 0.155], [3.116, -3.348, -3.377], [-6.127, 0.648, 0.498], [3.856, -3.324, -0.979], [4.611, 3.055, 2.264], [0.527, 1.394, 1.180], [-4.819, 2.246, 2.140], [-3.374, 3.227, -4.669], [-8.265, 2.489, 1.147], [-9.375, 1.283, 2.283], [-0.438, 1.066, -3.132], [0.865, -3.054, 7.217], [-2.904, 1.108, -3.632], [-1.963, -1.640, 3.372], [3.088, 3.190, 2.394], [5.790, -2.421, -0.579], [-8.153, 1.648, 1.837], [-4.396, 0.378, 3.561], [4.123, -1.759, -2.472], [2.421, 0.140, 0.751], [-0.606, -1.449, 3.725], [2.480, -2.098, -1.969], [5.999, -4.102, -1.642], [-3.763, 1.228, 4.401], [2.313, -3.786, 4.915], [4.058, -3.708, -4.297], [3.341, -2.616, 0.075], [6.583, 3.244, 1.009], [-7.512, 0.449, 1.128], [5.007, 1.828, 2.657], [0.342, 0.000, -2.775], [0.056, -2.817, 4.362], [-3.809, 2.761, -5.554], [-7.413, 2.030, 2.897], [2.333, 1.999, 2.276], [3.767, 0.154, 0.688], [-4.871, 2.043, -3.356], [-0.518, 3.395, -2.664], [-3.540, 2.301, -3.453], [3.424, -2.564, -2.241], [-2.089, 0.883, -1.726], [-5.014, 0.190, 1.240], [1.441, 2.431, -2.805], [1.938, -0.214, -0.465], [0.175, -1.411, 2.368], [5.356, -3.419, -0.676], [5.519, -4.083, 0.492], [5.153, -5.522, -5.314], [-3.056, 1.023, 1.781], [-4.363, 0.979, 2.147], [2.095, -0.575, 1.503], [2.708, 3.984, 1.750], [-0.313, 1.238, -4.462], [4.189, -5.236, -4.411], [3.631, -3.278, -5.510], [-2.070, 3.484, -4.887], [1.876, 1.537, 1.082], [-4.005, 4.394, -4.412], [-3.898, -0.590, 3.575], [4.796, 2.557, -0.049], [2.930, 3.507, 3.424], [1.488, -2.463, 5.373], [2.093, 2.393, 0.065], [5.244, 3.394, 0.909], [5.251, -3.131, -4.065], [0.162, 2.088, -1.312], [-7.508, -0.619, 1.947]], "mulliken_charge": [-0.2421, 0.2748, 0.3778, -0.2882, -0.2210, 0.3401, 0.2446, -0.2725, -0.3319, -0.3282, 0.4814, -0.5973, 0.2474, -0.9153, 0.3582, 0.3178, -0.4325, -0.7208, 0.9210, 0.8972, -0.2603, -0.3067, 0.1583, 0.2987, -0.2671, 0.8579, -0.2312, -0.3774, -0.5927, -0.7422, 0.2747, 0.0815, 0.3257, 0.4401, 0.5817, 1.3269, 0.1528, -0.2464, -0.2630, -0.4608, 0.7588, -0.2701, -0.2798, 0.8950, -0.2572, -0.1805, -0.4259, 0.2485, -0.2159, -0.3204, -0.2960, -0.3108, -0.2404, 0.7996, -0.5073, 0.4051, -0.3462, -0.2495, -0.1444, -0.1102, 0.0856, -0.2631, -0.2640, -0.1905, 0.7192, -0.0085, 0.3120, -0.2926, 0.2107, -0.3016, -0.2177, 0.6064, -0.2579, 0.1731, -0.1691, 0.3962, 0.4677, -0.2684, 0.0639, -0.2948, -0.0445, -0.2753]}

---

{"formula": "H6O3", "method": "ωB97M-V/def2-TZVPD", "total_charge": 1, "e_homo_ev": [-18.1, -15.4], "gap_ev": [13.9829, 3.4566], "total_energy_ha": -228.882969, "mol_weight_g_mol": 54.0, "e_lumo_ev": [-4.073, -11.907], "spin_multiplicity": 2, "species": ["H", "H", "H", "O", "H", "O", "H", "H", "O"], "xyz": [[-1.285, -2.520, 0.531], [1.249, -0.333, -1.022], [0.556, 1.197, 0.248], [0.427, 0.157, -1.041], [0.180, 0.178, -1.966], [0.371, 1.948, 0.812], [0.080, 2.634, 0.211], [-0.569, -1.247, 0.931], [-1.009, -2.015, 1.296]], "lowdin_spin": [0.0038, 0.0000, 0.0100, 0.0061, 0.0000, 0.6717, 0.0109, 0.0002, 0.2974]}

---

{"formula": "C22H32EuN7O2", "method": "ωB97M-V/def2-TZVPD", "total_charge": 2, "e_homo_ev": [-14.6, -14.6], "gap_ev": [5.6326, 8.7960], "total_energy_ha": -2101.132224, "mol_weight_g_mol": 578.5, "e_lumo_ev": [-8.922, -5.762], "spin_multiplicity": 7, "species": ["C", "N", "H", "H", "C", "C", "H", "C", "N", "C", "C", "C", "H", "N", "H", "H", "H", "H", "H", "C", "C", "C", "C", "H", "C", "H", "H", "O", "C", "H", "H", "H", "H", "N", "H", "C", "H", "O", "H", "C", "C", "C", "C", "H", "N", "H", "N", "H", "H", "H", "H", "C", "C", "H", "H", "H", "Eu", "H", "H", "C", "N", "H", "H", "C"], "xyz": [[-2.131, -1.782, -2.233], [0.153, 2.096, -1.983], [-1.361, 3.468, -1.563], [5.589, -0.394, 0.056], [3.000, -0.469, -0.690], [-0.610, 3.802, -3.513], [-1.300, 3.079, 2.364], [4.598, 0.775, 3.074], [0.106, -1.700, 1.757], [1.115, 2.277, -4.185], [-3.060, -1.069, -1.225], [0.027, -3.165, 1.431], [-3.042, 2.786, 0.402], [-0.868, -2.296, -1.660], [2.579, 1.418, 3.465], [0.015, 0.566, 3.835], [-1.634, -4.284, -1.495], [-0.766, 2.833, 0.702], [-1.843, -1.101, -3.054], [-2.772, 2.022, 1.151], [-1.301, 2.336, 1.525], [3.547, 0.060, 0.614], [-0.790, -1.177, 2.794], [4.945, 1.039, 4.072], [-0.742, 0.354, 3.043], [0.318, 3.826, -5.454], [-0.009, -3.728, 2.392], [1.465, -0.613, -3.253], [1.068, 1.668, -2.906], [0.995, -3.422, 0.987], [-3.146, -0.135, 1.382], [-1.423, -4.624, 0.824], [-1.216, 4.680, -3.704], [2.819, 0.495, -1.651], [-1.834, -1.447, 2.541], [1.846, 0.382, -2.628], [1.062, -1.482, 2.016], [2.621, -1.680, -0.729], [-2.706, -2.638, -2.662], [4.951, -0.042, 0.858], [5.478, 0.264, 2.124], [3.236, 0.912, 2.765], [-0.653, 3.125, -2.304], [-0.606, -1.636, 3.792], [-2.510, 0.145, -0.595], [-3.394, -1.763, -0.428], [2.704, 0.487, 1.591], [1.848, 1.918, -4.908], [0.128, -4.073, -1.221], [-0.129, -2.285, -2.380], [-4.304, 0.713, 0.387], [-0.878, -3.640, -0.996], [-3.216, 0.655, 0.615], [-2.076, -3.023, 0.702], [-3.455, 2.306, 1.976], [-1.743, 0.627, 3.476], [0.068, -0.217, -0.376], [-2.525, 0.894, -1.290], [0.526, 1.552, 1.926], [-1.150, -3.607, 0.518], [-0.442, 1.201, 1.868], [6.520, 0.145, 2.374], [-3.972, -0.776, -1.830], [0.281, 3.362, -4.486]], "lowdin_spin": [-0.0006, -0.0072, 0.0000, 0.0000, -0.0023, -0.0003, -0.0002, -0.0002, -0.0137, -0.0001, 0.0000, 0.0001, 0.0000, -0.0147, 0.0000, -0.0002, -0.0004, 0.0002, 0.0001, 0.0001, 0.0001, 0.0002, -0.0006, 0.0000, -0.0005, 0.0000, -0.0003, -0.0013, 0.0000, 0.0001, 0.0001, 0.0000, 0.0000, -0.0048, 0.0000, -0.0017, 0.0000, -0.0032, -0.0004, -0.0001, 0.0001, -0.0003, -0.0002, -0.0004, -0.0095, 0.0000, -0.0026, 0.0000, 0.0000, 0.0002, -0.0002, -0.0003, 0.0000, 0.0001, 0.0000, -0.0001, 6.0756, 0.0002, 0.0003, 0.0001, -0.0114, 0.0000, -0.0002, 0.0002]}

---

{"formula": "C6H15N3", "method": "ωB97M-V/def2-TZVPD", "e_homo_ev": -6.5, "gap_ev": 7.3945, "total_energy_ha": -401.723948, "mol_weight_g_mol": 129.2, "e_lumo_ev": 0.917, "species": ["H", "C", "C", "C", "H", "H", "H", "H", "H", "C", "H", "C", "N", "H", "H", "H", "N", "H", "H", "C", "H", "H", "H", "N"], "xyz": [[-1.501, 3.367, 1.566], [-0.934, 1.618, 0.532], [-2.155, 0.800, 0.848], [-0.793, 2.896, 0.899], [0.077, 3.477, 0.623], [-0.429, 0.086, -1.106], [2.253, -2.850, -1.981], [1.525, 0.997, 1.273], [-0.131, -1.102, 1.629], [0.945, -1.081, 1.459], [1.148, -2.018, 0.941], [1.373, 0.109, 0.659], [-0.434, -1.100, -1.827], [-1.877, -0.226, 1.090], [-2.696, 1.206, 1.703], [-0.826, -1.404, -2.725], [0.003, 0.967, -0.282], [2.218, -0.046, 0.001], [-2.820, 0.748, -0.017], [0.675, -1.659, -1.448], [1.031, -2.781, -3.185], [1.446, -1.099, 2.432], [0.557, 1.609, -0.836], [1.346, -2.515, -2.249]], "mulliken_charge": [0.2909, 0.6392, -1.1702, -1.0342, 0.2836, 0.5486, 0.1927, 0.4416, 0.1529, -0.7143, 0.2104, -0.3494, -0.4916, 0.2337, 0.3936, 0.1015, -0.4571, 0.3713, 0.2666, -0.3995, 0.2025, 0.3414, 0.3167, -0.3708]}

---

{"formula": "C3H5N3O", "method": "ωB97M-V/def2-TZVPD", "e_homo_ev": -9.3, "gap_ev": 9.7673, "total_energy_ha": -356.735607, "mol_weight_g_mol": 99.1, "e_lumo_ev": 0.471, "species": ["C", "C", "H", "O", "H", "N", "H", "C", "H", "H", "N", "N"], "xyz": [[-0.681, -0.795, 0.508], [0.791, 0.607, -0.787], [0.159, 1.477, 1.957], [1.088, 0.971, -1.934], [-2.153, -2.006, 0.990], [-1.700, -1.555, 0.263], [-2.037, -1.977, -0.664], [1.529, 1.102, 0.396], [2.508, 1.536, 0.170], [-0.565, -0.526, -1.709], [-0.132, -0.356, -0.718], [1.193, 1.522, 1.527]], "mulliken_charge": [-0.4929, 0.5641, 0.2733, -0.6245, 0.2438, -0.1706, 0.2191, -0.1273, 0.3474, 0.3337, -0.0894, -0.4768]}

---

{"formula": "C8H17N2", "method": "ωB97M-V/def2-TZVPD", "total_charge": 1, "e_homo_ev": -12.7, "smiles": "CNCC[N+](C)=C=C(C)C", "gap_ev": 9.0161, "total_energy_ha": -424.161222, "mol_weight_g_mol": 141.2, "e_lumo_ev": -3.661, "species": ["C", "H", "H", "H", "H", "H", "N", "H", "C", "H", "C", "H", "H", "N", "H", "C", "C", "C", "H", "H", "C", "H", "H", "H", "H", "H", "C"], "xyz": [[1.383, 2.195, -0.535], [0.816, -3.232, 0.067], [-1.072, 0.425, 3.109], [-2.533, 1.912, 0.891], [2.167, -2.256, -2.366], [2.187, -2.112, 0.554], [0.456, 1.191, -0.855], [1.412, 2.999, -1.398], [-1.496, 1.400, 0.689], [2.403, 1.895, -0.485], [-1.003, 1.580, -0.716], [-2.445, -0.519, 2.867], [-1.543, 0.801, -1.535], [-1.460, 0.020, 1.056], [1.130, 2.722, 0.526], [0.956, -1.338, -0.938], [-1.508, -0.400, 2.443], [1.196, -2.174, 0.339], [-0.903, -1.272, 2.626], [-2.094, -0.485, 0.571], [1.148, -2.070, -2.276], [0.457, -2.939, -2.348], [0.889, -1.280, -2.948], [0.613, -1.670, 1.168], [-1.167, 2.647, -0.987], [-0.669, 2.028, 1.302], [0.680, -0.068, -0.820]], "mulliken_charge": [-0.8516, 0.3564, 0.2828, 0.3391, 0.3715, 0.3727, 0.1683, 0.3088, -0.4996, 0.3992, -0.5525, 0.3723, 0.2992, -0.0285, 0.2634, 0.4866, -0.9560, -0.8107, 0.2702, 0.1474, -1.2654, 0.3823, 0.3678, 0.0166, 0.3410, 0.1793, 0.2394]}